No. 1
Molecular formula: C22H28N4O3S2
Method: DFT, ωB97M-V with the def2-TZVPD basis set

Geometry as XYZ:
```
59
Properties=species:S:1:pos:R:3:forces:R:3
C -3.3132 -4.5393 -1.7017 0.0 0.2 0.4
C -3.5875 -3.4361 -0.6812 -0.1 -0.1 -0.2
O -3.2706 -3.7828 0.6526 -0.1 0.0 0.1
C -1.9090 -4.0069 0.9426 0.3 0.0 0.0
C -1.0328 -2.7519 0.8652 -0.5 -0.1 0.2
C -1.5820 -1.6511 1.7755 -0.1 -0.5 -0.2
N -0.8674 -0.4109 1.6136 0.3 0.1 0.0
C -1.3388 0.6471 0.9418 0.0 0.6 0.1
N -2.6174 0.5803 0.5458 -0.1 -0.5 0.0
C -3.2283 1.6484 0.0991 0.1 0.2 0.1
C -4.5844 1.5437 -0.3410 -0.3 0.3 -0.2
C -5.2045 0.1874 -0.3548 0.1 0.0 0.0
C -5.2492 2.6735 -0.7206 0.3 -0.3 0.1
C -4.6059 3.9286 -0.6883 0.3 0.1 0.1
C -3.3122 3.9991 -0.2912 -0.4 0.6 -0.3
N -2.6293 2.8843 0.0836 -0.3 -0.4 0.0
C -1.2337 3.0343 0.4113 0.5 -0.2 0.1
O -0.7445 4.1444 0.3452 0.0 0.1 0.0
C -0.5593 1.8156 0.7510 -0.5 -0.1 -0.2
C 0.8504 1.9360 0.9031 0.9 -0.1 0.0
C 1.8465 1.0308 0.7297 -1.0 0.0 0.0
S 1.7250 -0.6327 0.1660 0.3 0.0 -0.1
C 3.4755 -0.8149 0.1452 -0.3 -0.2 0.0
S 4.2264 -2.2056 -0.2644 -0.1 -0.2 -0.1
N 4.0736 0.3327 0.5326 0.2 0.0 0.0
C 5.5130 0.4728 0.5778 0.5 0.0 -0.1
C 6.1288 0.6785 -0.8127 0.0 0.1 0.1
C 5.5566 1.9245 -1.4823 0.0 -0.2 0.1
C 7.6435 0.7871 -0.6686 -0.3 -0.1 0.0
C 3.2486 1.3973 0.8890 0.1 0.6 0.4
O 3.6736 2.4562 1.2925 0.0 -0.1 -0.1
H -2.2464 -4.6802 -1.8571 0.1 -0.1 -0.1
H -3.7636 -4.2695 -2.6530 0.0 0.0 -0.1
H -3.7460 -5.4765 -1.3608 0.0 -0.1 0.0
H -4.6606 -3.2290 -0.6462 0.1 0.1 -0.1
H -3.0666 -2.5157 -0.9779 -0.1 0.0 0.0
H -1.4897 -4.7840 0.2912 0.0 0.0 0.1
H -1.9143 -4.3855 1.9685 0.1 0.0 -0.1
H -0.0172 -3.0199 1.1587 0.1 0.0 -0.1
H -0.9937 -2.3790 -0.1592 0.1 0.0 -0.1
H -2.6274 -1.4648 1.5281 0.1 -0.1 0.2
H -1.5110 -1.9660 2.8205 -0.1 0.0 0.0
H 0.0886 -0.3868 1.9290 -0.1 0.1 0.1
H -4.6922 -0.4454 -1.0770 0.0 -0.1 0.0
H -6.2578 0.2455 -0.6129 -0.1 0.0 0.0
H -5.0897 -0.2828 0.6191 0.0 -0.1 0.0
H -6.2760 2.6123 -1.0478 -0.1 -0.1 0.0
H -5.1323 4.8214 -0.9808 0.0 0.1 0.0
H -2.7339 4.9106 -0.2505 0.0 -0.1 0.0
H 1.1963 2.9487 1.0914 0.1 0.0 0.1
H 5.9298 -0.4270 1.0387 -0.1 0.1 0.0
H 5.7137 1.3434 1.2078 0.0 -0.1 0.0
H 5.8948 -0.1979 -1.4262 0.0 0.1 0.1
H 6.0438 2.0940 -2.4394 0.0 0.0 -0.1
H 4.4883 1.8194 -1.6625 -0.1 0.1 0.0
H 5.7098 2.7986 -0.8532 0.0 0.1 0.0
H 8.1061 0.9046 -1.6451 0.1 0.0 -0.1
H 7.9052 1.6482 -0.0576 0.1 0.1 0.1
H 8.0504 -0.1069 -0.2020 0.1 -0.1 0.1
```
Forces are in eV/Å.

Its SMILES is CCOCCCNc1nc2c(C)cccn2c(=O)c1/C=C1\SC(=S)N(CC(C)C)C1=O.

No. 2
Molecular formula: C22H28N4O4
Method: DFT, ωB97M-V with the def2-TZVPD basis set

Geometry as XYZ:
```
58
Properties=species:S:1:pos:R:3:forces:R:3
C 4.2826 -0.9948 -1.5400 0.0 0.0 0.0
O 4.9338 -0.0175 -0.7570 0.1 -0.1 0.1
C 4.2698 1.2170 -0.6759 -0.2 0.3 0.2
C 2.9352 1.1872 0.0939 0.4 0.2 -0.1
N 1.8082 0.8419 -0.7414 0.3 -0.4 0.2
C 1.0296 1.7745 -1.3138 -0.4 -0.3 -0.3
O 1.1668 2.9713 -1.1695 0.0 0.4 0.0
C -0.1029 1.1726 -2.1628 0.3 0.1 -0.2
N -1.0852 0.4977 -1.3291 0.0 0.3 -0.1
C -0.8930 -0.7805 -0.9704 -0.3 0.0 0.1
O 0.0970 -1.4062 -1.3454 0.1 -0.2 -0.2
C -1.9834 -1.3927 -0.1112 0.1 -0.4 0.0
C -1.7103 -2.8573 0.2509 0.0 0.1 0.1
C -0.7468 -2.9758 1.4265 -0.2 -0.1 -0.4
O -1.1119 -3.2870 2.5386 -0.1 -0.1 0.3
N 0.5339 -2.6783 1.0795 0.2 0.1 -0.3
C 1.6639 -2.6114 1.8796 0.2 0.0 0.4
C 1.7090 -3.0552 3.2019 -0.1 0.0 0.1
C 2.9089 -2.9448 3.8779 0.1 0.1 -0.2
C 4.0128 -2.4053 3.2303 0.0 0.0 0.1
C 3.8599 -1.9896 1.9190 0.2 -0.1 0.2
N 2.7170 -2.0851 1.2586 -0.3 0.0 -0.2
C -2.1505 1.3016 -0.8275 -0.3 0.2 0.2
C -1.9978 1.9338 0.3999 0.0 0.0 -0.1
C -3.0024 2.7400 0.8939 0.0 0.0 0.0
C -4.1750 2.9287 0.1694 0.0 -0.1 0.0
C -5.2563 3.8156 0.7039 0.0 0.0 0.0
C -4.3092 2.2941 -1.0557 0.1 0.0 0.1
C -3.3112 1.4796 -1.5765 0.2 -0.1 0.1
C -3.4855 0.8342 -2.9182 0.0 0.0 0.0
H 3.9448 -0.5740 -2.4940 0.0 0.0 0.0
H 5.0223 -1.7708 -1.7331 -0.1 0.0 0.0
H 3.4351 -1.4376 -1.0073 0.0 0.0 -0.1
H 4.0876 1.6264 -1.6815 0.0 0.0 0.1
H 4.9686 1.8723 -0.1512 -0.1 0.0 -0.1
H 2.7430 2.1874 0.4896 0.0 -0.1 0.0
H 3.0049 0.4675 0.9114 0.0 0.1 0.0
H 1.6359 -0.1357 -0.9400 -0.1 0.1 0.0
H -0.5993 1.9798 -2.7028 0.1 -0.1 0.1
H 0.3119 0.4445 -2.8655 -0.1 0.1 0.0
H -2.9252 -1.3202 -0.6614 0.0 0.1 0.1
H -2.0964 -0.7963 0.7970 -0.1 0.0 -0.1
H -2.6446 -3.3353 0.5457 0.1 0.0 0.0
H -1.2979 -3.3768 -0.6158 -0.1 0.0 0.0
H 0.6908 -2.3773 0.1161 -0.1 -0.1 0.2
H 0.8280 -3.4654 3.6649 0.0 0.0 0.0
H 2.9837 -3.2794 4.9024 0.0 0.0 0.1
H 4.9634 -2.3093 3.7301 0.1 0.0 0.0
H 4.6797 -1.5538 1.3627 0.1 0.1 0.0
H -1.0819 1.7945 0.9550 0.1 0.0 0.1
H -2.8766 3.2317 1.8466 0.0 0.1 0.1
H -6.1671 3.7196 0.1189 -0.1 0.0 0.0
H -4.9337 4.8559 0.6713 -0.1 0.1 0.0
H -5.4753 3.5687 1.7409 -0.1 0.0 0.1
H -5.2136 2.4362 -1.6304 -0.1 0.0 -0.1
H -4.5196 0.5296 -3.0632 0.0 0.0 0.0
H -2.8411 -0.0345 -3.0292 0.0 -0.1 -0.1
H -3.2343 1.5440 -3.7068 0.0 0.0 -0.1
```
Forces are in eV/Å.

Its SMILES is COCCNC(=O)CN(C(=O)CCC(=O)Nc1ccccn1)c1ccc(C)cc1C.

No. 3
Molecular formula: C22H28N6O4S
Method: DFT, ωB97M-V with the def2-TZVPD basis set

Geometry as XYZ:
```
61
Properties=species:S:1:pos:R:3:forces:R:3
C 5.9462 1.5957 -0.2918 -0.2 -0.3 -0.2
C 5.6784 0.3845 -1.1739 0.5 0.1 0.1
O 4.3446 -0.0917 -1.0174 -0.3 -0.1 0.1
C 4.1268 -0.8825 0.0626 -0.1 0.1 -0.1
O 5.0022 -1.2724 0.8015 0.4 0.0 0.1
N 2.8180 -1.1725 0.2226 0.0 0.1 0.0
C 2.3971 -2.0979 1.2506 0.2 -0.3 0.2
C 1.8799 -3.3791 0.5815 0.2 0.2 0.4
N 0.8002 -3.0412 -0.3202 0.1 -0.1 -0.3
C -0.5211 -3.2380 -0.1486 0.2 -0.3 -0.1
O -1.3412 -2.8527 -0.9649 -0.2 0.1 -0.2
C -0.9799 -3.9814 1.1033 -0.4 0.4 0.1
S -2.5439 -3.2150 1.6413 -0.1 -0.4 0.2
C -1.9439 -1.5835 1.5586 0.0 0.0 0.2
N -0.7048 -1.2423 1.7773 -0.5 -0.8 0.3
N -0.5936 0.0609 1.4853 0.1 1.0 -0.2
C -1.7639 0.5116 1.0964 0.0 -0.5 0.1
C -1.9781 1.8725 0.6950 -0.4 0.5 -0.2
C -3.0962 2.4870 0.1829 0.1 -0.4 0.1
N -2.8309 3.7995 -0.0660 -0.3 0.2 -0.1
C -1.5342 4.0753 0.2712 0.5 -0.2 0.2
C -0.8160 5.2614 0.1915 0.0 0.1 0.0
C 0.4993 5.2339 0.6025 -0.1 0.1 -0.1
C 1.0857 4.0589 1.0809 0.1 -0.1 0.1
C 0.3771 2.8808 1.1647 0.2 0.1 0.0
C -0.9546 2.8826 0.7550 -0.3 0.3 -0.1
N -2.6807 -0.5154 1.1415 0.8 -0.1 0.3
C -4.0378 -0.5810 0.6850 -0.6 0.0 -0.6
C -4.0725 -0.7441 -0.8381 0.1 0.0 0.0
O -5.4078 -0.6106 -1.2637 0.0 0.1 0.4
C -5.5727 -0.8919 -2.6304 0.0 0.0 -0.1
C 1.2356 -2.1241 -1.3597 -0.1 0.4 -0.3
C 1.7706 -0.8381 -0.7144 -0.2 0.0 -0.4
H 6.9447 1.9769 -0.4867 0.1 0.1 0.0
H 5.2180 2.3773 -0.4958 0.0 0.1 0.0
H 5.8746 1.3092 0.7544 0.0 0.0 0.1
H 6.3771 -0.4220 -0.9284 -0.1 0.1 -0.1
H 5.7623 0.6408 -2.2325 0.0 -0.1 0.1
H 3.2530 -2.3101 1.8918 -0.1 0.0 0.0
H 1.5862 -1.6399 1.8257 0.2 -0.1 0.0
H 1.5688 -4.1079 1.3254 0.0 0.0 0.0
H 2.6844 -3.8241 -0.0163 0.0 0.0 0.1
H -1.2101 -5.0215 0.8732 0.0 0.0 0.0
H -0.2892 -3.9103 1.9373 0.0 -0.1 -0.1
H -4.0691 2.0956 -0.0401 -0.2 -0.1 0.0
H -3.4895 4.4607 -0.4419 0.1 -0.1 0.0
H -1.2732 6.1671 -0.1789 0.0 0.1 0.0
H 1.0896 6.1370 0.5548 0.0 0.1 0.0
H 2.1194 4.0821 1.3921 0.1 0.0 0.0
H 0.8214 1.9716 1.5345 0.1 0.0 0.0
H -4.5198 -1.4428 1.1532 0.0 0.2 0.0
H -4.5772 0.3195 0.9841 0.0 -0.1 0.0
H -3.4395 0.0249 -1.3114 0.0 -0.1 0.1
H -3.6636 -1.7274 -1.1111 0.0 0.1 0.1
H -5.2607 -1.9163 -2.8641 0.0 0.0 0.0
H -6.6326 -0.7740 -2.8455 0.0 0.0 -0.1
H -4.9918 -0.1985 -3.2515 0.0 0.0 0.0
H 0.3809 -1.9054 -2.0003 0.2 0.0 0.0
H 2.0226 -2.6054 -1.9493 0.0 0.0 0.0
H 2.1609 -0.1637 -1.4738 -0.1 -0.1 0.1
H 0.9649 -0.3427 -0.1612 0.1 0.0 -0.2
```
Forces are in eV/Å.

Its SMILES is CCOC(=O)N1CCN(C(=O)CSc2nnc(-c3c[nH]c4ccccc34)n2CCOC)CC1.

no.,LUMO (eV),HOMO (eV)
1,-0.73,-7.84
2,0.56,-8.75
3,0.60,-7.81